(1)
88
Properties=species:S:1:pos:R:3 method="wB97M-V/def2-TZVPD" total_charge=-1 spin_multiplicity=6 s_squared=8.809 relative_energy_kcal_mol=52.15
Fe 1.081 0.851 0.502
Cl 2.507 -0.474 -0.424
Cl -0.684 0.032 1.484
P -1.233 -3.155 -1.405
P 2.225 2.415 1.618
C 3.467 3.351 0.716
C -1.744 2.654 -0.592
C 2.000 4.586 3.393
C 0.858 -1.783 -4.773
C -5.109 -3.687 -2.650
C 1.299 5.512 4.180
C -3.595 -3.893 -2.540
C 1.306 3.583 2.700
C -2.861 3.316 -1.093
C -0.622 2.956 -2.739
C -1.217 -4.729 2.435
C -2.884 3.770 -2.423
C -3.280 -1.380 -2.054
C -0.552 2.509 -1.375
C 3.177 1.332 2.740
C 1.283 -4.292 -4.481
C 0.747 -4.254 0.236
C 0.693 2.075 -0.830
C 1.082 -3.132 -5.470
C 0.176 -4.357 -3.418
C -4.795 -1.172 -2.198
C -0.777 -4.238 -0.024
C 0.289 -4.871 2.698
C -1.762 3.570 -3.249
C -5.473 -2.249 -3.058
C -0.239 -1.825 -3.694
C 1.088 -5.171 1.422
C -2.996 -2.836 -1.604
C -0.087 3.495 2.817
C -1.531 -3.798 1.255
C 0.003 -2.997 -2.716
C -0.099 5.440 4.264
C -0.789 4.443 3.562
H 0.666 -3.950 3.165
H -2.858 -0.671 -1.323
H 1.082 -3.226 0.438
H -3.453 -2.955 -0.597
H 0.929 -2.743 -2.156
H 0.448 -5.678 3.422
H -1.785 3.922 -4.284
H 1.794 -1.456 -4.297
H -6.560 -2.120 -3.010
H 1.845 6.281 4.720
H 3.800 4.204 1.325
H 4.318 2.694 0.491
H -5.522 -4.395 -3.373
H -1.123 -5.239 -0.370
H 0.267 2.857 -3.366
H -3.370 -4.903 -2.165
H -1.220 -1.936 -4.176
H 2.259 -4.176 -3.984
H -1.748 2.273 0.434
H -1.726 -4.356 3.331
H 3.089 4.648 3.314
H -3.716 3.506 -0.441
H 1.959 -3.061 -6.126
H 2.750 1.399 3.747
H -0.778 -4.634 -3.890
H -0.621 2.670 2.329
H -2.784 -1.180 -3.013
H 0.895 -6.207 1.115
H -1.644 -5.716 2.213
H 3.141 0.289 2.392
H -5.227 -1.177 -1.189
H 3.037 3.710 -0.224
H 0.223 -3.362 -6.117
H -4.983 -0.179 -2.622
H -1.222 -2.767 1.496
H -3.758 4.292 -2.804
H 1.521 2.076 -1.581
H -0.639 6.161 4.880
H -5.192 -2.101 -4.111
H 1.290 -4.601 -0.656
H -3.130 -3.807 -3.534
H 0.598 -1.023 -5.520
H 0.414 -5.141 -2.682
H 1.320 -5.243 -5.025
H -2.617 -3.783 1.082
H 4.221 1.673 2.743
H -0.242 -0.873 -3.140
H -5.572 -3.921 -1.682
H -1.879 4.402 3.599
H 2.161 -5.100 1.632

=====

(2)
28
Properties=species:S:1:pos:R:3 method="wB97M-V/def2-TZVPD" total_charge=-1 spin_multiplicity=1 relative_energy_kcal_mol=23.94
Br -2.161 0.550 -1.404
Si 0.761 1.542 -0.204
O -2.240 0.427 1.882
O -0.323 1.576 1.741
C 1.239 1.050 -2.128
C -1.351 -3.758 0.629
C 2.335 0.844 0.670
C -0.417 -1.576 0.123
C -1.746 -2.293 0.263
C 0.610 3.453 -0.263
C -0.800 0.441 -0.059
C -1.235 0.810 1.330
H 0.166 -1.681 -0.737
H 3.186 0.821 -0.021
H 2.103 1.467 -2.355
H -2.132 -4.434 1.160
H -0.553 -3.752 1.421
H -2.338 -1.756 1.075
H 2.194 -0.125 0.983
H 0.141 3.888 0.702
H -0.105 3.776 -0.932
H -2.365 -2.420 -0.610
H 2.540 1.581 1.511
H 0.406 1.412 -2.751
H 0.148 -1.723 1.059
H 1.414 3.992 -0.643
H -0.879 -4.141 -0.336
H 1.401 0.030 -2.108

=====

(3)
19
Properties=species:S:1:pos:R:3 method="wB97M-V/def2-TZVPD" total_charge=-1 spin_multiplicity=1 relative_energy_kcal_mol=14.45
O -2.320 -0.370 -0.012
O -1.431 0.601 -1.844
N 0.452 -0.996 0.021
N 2.432 -0.141 -0.351
C 2.155 -0.039 0.989
C -2.372 0.296 -1.088
C 0.908 -0.567 1.222
C 1.386 -0.708 -0.905
C -3.807 0.673 -1.543
C 3.228 0.337 1.939
H 0.257 -0.471 2.071
H -4.135 1.566 -1.000
H 3.310 -0.262 2.843
H -4.497 -0.141 -1.325
H 3.273 1.402 2.158
H -0.487 -1.362 -0.087
H -3.784 0.905 -2.609
H 1.225 -0.963 -1.934
H 4.206 0.241 1.453

=====

(4)
37
Properties=species:S:1:pos:R:3 method="wB97M-V/def2-TZVPD" total_charge=+1 spin_multiplicity=1 relative_energy_kcal_mol=60.30
O -0.313 0.244 -1.899
O 0.246 3.384 0.153
O -0.615 2.742 -2.158
O -2.370 0.723 0.337
O 0.866 0.268 2.438
O 2.187 2.622 -1.542
N -0.412 -1.646 0.783
N 2.419 -1.273 0.998
C -1.664 -2.409 1.076
C 0.530 -2.286 -0.197
C -2.835 -2.073 0.182
C 1.948 -2.536 0.442
H -3.699 -1.506 0.517
H 0.858 2.860 -0.402
H -1.126 3.398 -1.658
H -0.990 2.668 -3.040
H 0.137 -1.604 1.666
H -2.732 -1.620 -0.797
H 0.533 -1.678 -1.099
H -1.067 0.269 -2.495
H 3.028 2.721 -1.085
H -1.483 -3.483 1.083
H -0.723 -0.718 0.507
H -3.046 1.374 0.124
H -3.297 -3.028 -0.150
H -1.711 0.730 -0.369
H -2.038 -2.053 2.083
H 2.475 -0.462 0.399
H 0.204 -3.279 -0.495
H 0.540 3.379 1.067
H 2.429 -2.970 -0.433
H 3.338 -1.381 1.415
H 1.772 3.483 -1.671
H 1.938 -3.271 1.308
H 1.729 -0.058 2.711
H 0.595 1.073 2.901
H 0.192 1.085 -1.929

=====

(5)
20
Properties=species:S:1:pos:R:3 method="wB97M-V/def2-TZVPD" total_charge=+1 spin_multiplicity=1 relative_energy_kcal_mol=27.98
S 0.438 -1.585 -2.072
N 1.512 -0.721 0.427
N -1.342 1.358 1.415
C -0.499 -0.368 -1.077
C 0.276 0.121 0.152
C -0.579 2.576 1.728
C -0.566 0.136 1.421
H -0.752 0.481 -1.712
H 0.652 1.127 0.002
H 1.236 -1.681 0.636
H -0.294 3.108 0.826
H -1.280 -0.687 1.445
H -2.122 1.263 2.044
H -0.612 -2.048 -2.759
H -1.427 -0.802 -0.749
H 0.065 0.082 2.322
H -1.195 3.214 2.365
H 2.157 -0.752 -0.364
H 1.980 -0.338 1.247
H 0.293 2.348 2.362

=====

(6)
60
Properties=species:S:1:pos:R:3 method="wB97M-V/def2-TZVPD" total_charge=+1 spin_multiplicity=2 s_squared=0.756 energy_ev=-43711.1587
O 3.300 -7.001 38.768
O -5.034 -14.881 32.413
O 5.437 -10.168 33.513
O -0.252 -11.958 37.049
O -2.058 -11.298 29.590
O -1.482 -9.531 30.906
O 2.709 -9.019 39.652
O -3.430 -13.322 32.581
O 2.177 -8.349 37.479
O -0.580 -10.778 35.170
O 4.703 -12.325 33.775
O -1.229 -9.178 28.846
C -5.734 -14.604 30.147
C 3.015 -10.688 33.276
C -1.345 -9.498 27.489
C -4.258 -13.936 31.944
C 1.605 -9.601 37.182
C -2.126 -13.421 36.936
C -1.448 -10.360 32.075
C 3.861 -6.563 39.958
C 2.729 -8.205 38.669
C -1.623 -10.147 29.708
C 4.523 -10.976 33.462
C -1.056 -12.870 37.837
C 2.498 -11.846 34.103
C -2.291 -12.295 35.893
C -6.011 -15.319 31.455
C 3.483 -12.990 33.790
C -4.643 -13.624 30.460
C -0.956 -11.676 35.974
H -1.899 -14.324 36.370
H -0.812 -10.413 27.232
H -0.442 -13.697 38.195
H -5.396 -15.395 29.478
H -3.096 -13.620 37.390
H 0.538 -9.388 37.236
H -2.413 -10.794 32.337
H 3.600 -13.778 34.534
H 1.942 -10.421 37.815
H -6.081 -16.402 31.355
H 1.799 -9.918 36.157
H -2.300 -12.614 34.850
H -0.649 -11.090 31.944
H 4.485 -7.319 40.434
H 3.229 -13.469 32.845
H -0.960 -8.610 26.987
H -1.363 -12.221 38.657
H 2.641 -9.744 33.672
H -5.071 -12.626 30.359
H -2.398 -9.753 27.375
H -1.236 -9.713 32.926
H -6.604 -14.206 29.625
H 2.639 -10.713 32.253
H -3.895 -13.779 29.682
H 1.486 -12.133 33.816
H 2.419 -11.690 35.179
H -3.132 -11.606 35.972
H -6.948 -14.879 31.796
H 3.154 -6.420 40.775
H 4.537 -5.736 39.737

=====

(7)
95
Properties=species:S:1:pos:R:3 method="wB97M-V/def2-TZVPD" total_charge=+1 spin_multiplicity=6 s_squared=8.757 relative_energy_kcal_mol=25.07
Sb -0.029 3.422 -0.074
Mn 0.580 0.190 0.303
Si -1.999 -1.693 -0.796
O 0.181 1.002 -1.957
N 0.845 -1.820 -1.029
C -0.286 5.330 0.969
C 2.337 0.866 2.410
C -3.344 -1.490 -2.105
C 4.380 1.940 3.349
C 0.975 1.034 2.690
C 2.059 -1.499 2.895
C 0.711 -1.325 3.222
C -2.178 -4.401 0.289
C 0.596 6.486 0.507
C -4.519 -2.241 -2.056
C 2.025 -1.714 -1.916
C -1.125 5.066 -2.531
C 2.839 -0.443 2.455
C -5.391 -1.104 -3.987
C -0.129 -2.473 3.699
C -3.402 -2.693 1.426
C 1.043 -2.897 -0.003
C -0.394 -2.105 -1.791
C -3.224 -0.541 -3.124
C -5.533 -2.052 -2.985
C -2.529 -3.055 0.394
C -2.647 -5.342 1.196
C 2.759 2.615 -1.276
C 0.173 -0.052 3.064
C 1.924 3.858 -0.963
C 2.448 -3.034 -2.562
C 2.384 -3.613 -0.098
C -1.634 -0.110 0.109
C -3.879 -3.627 2.332
C 2.619 3.397 2.347
C -3.491 -4.956 2.227
C -4.231 -0.346 -4.055
C 2.604 -4.153 -1.511
C -1.438 3.838 -1.686
C 3.301 2.033 2.255
H -0.934 -2.685 2.992
H -0.682 0.583 -2.075
H 1.875 -4.943 -1.701
H 0.556 2.028 2.743
H 0.472 -3.373 3.819
H 2.596 2.275 -2.299
H -1.343 5.576 0.841
H 2.503 -2.483 2.993
H 3.799 1.959 1.283
H -0.157 4.979 -3.028
H 5.016 1.065 3.227
H 3.878 -0.623 2.208
H -1.120 5.973 -1.927
H 2.525 1.778 -0.601
H 0.922 -2.470 0.986
H -0.396 -3.146 -2.142
H -2.366 -6.382 1.089
H 2.106 3.508 3.304
H -3.853 -5.687 2.938
H -0.127 5.140 2.031
H -2.038 0.759 -0.423
H 5.018 2.823 3.318
H 3.915 1.888 4.335
H -0.590 -2.237 4.659
H 0.252 -3.637 -0.117
H -4.559 -3.321 3.117
H 1.787 4.477 -1.849
H -6.182 -0.954 -4.711
H -0.398 -1.492 -2.698
H -4.643 -2.984 -1.277
H 3.202 -2.941 0.179
H -3.719 -1.659 1.514
H -2.325 0.068 -3.199
H 0.521 6.658 -0.567
H 2.387 -4.434 0.620
H -2.397 3.952 -1.177
H 2.436 4.472 -0.222
H 3.371 4.183 2.285
H -1.884 5.189 -3.306
H 0.293 7.406 1.012
H -1.541 -4.738 -0.522
H 0.709 0.823 -2.744
H 3.825 2.817 -1.170
H -2.068 -0.092 1.110
H -0.862 0.126 3.330
H -1.498 2.944 -2.304
H 2.854 -1.306 -1.332
H 1.645 6.313 0.748
H 1.712 -3.320 -3.313
H 3.592 -4.608 -1.582
H 1.900 3.556 1.541
H 3.384 -2.857 -3.094
H -6.435 -2.648 -2.927
H -4.115 0.396 -4.836
H 1.798 -0.997 -2.707

=====

(8)
125
Properties=species:S:1:pos:R:3 method="wB97M-V/def2-TZVPD" spin_multiplicity=1 relative_energy_kcal_mol=332.70
S 2.603 -6.494 -2.316
O 2.075 -7.911 -2.694
O 4.146 -6.353 -2.484
O 5.747 -2.008 -2.731
O 5.327 -4.367 -0.195
O 3.825 0.464 -0.517
O 7.326 -1.350 -0.867
N -6.168 2.851 -3.091
N 4.796 -1.821 -0.262
N -1.043 2.849 0.809
N -6.817 -3.570 2.709
N -2.796 -2.008 0.332
N 8.975 2.884 -0.578
C -5.812 1.933 -2.003
C -9.139 -4.627 2.912
C 0.235 3.565 0.794
C 2.221 -6.019 -0.518
C -5.481 1.622 -5.225
C -5.733 5.086 -4.151
C -7.219 -2.185 2.970
C 0.659 -1.373 -0.686
C -6.065 -1.262 3.357
C 0.083 -4.192 -0.713
C 1.708 -4.459 -0.555
C -2.093 3.526 0.040
C -6.577 2.205 -4.339
C -6.073 -4.241 3.776
C 8.573 4.269 -0.317
C -2.068 -2.397 -0.963
C 7.913 2.082 -1.196
C -5.244 3.981 -3.217
C 8.454 -3.714 -0.663
C 6.653 1.827 -0.375
C 9.726 5.191 0.070
C -2.564 4.889 0.539
C -7.879 -4.371 2.091
C 2.246 -1.762 -0.542
C -4.496 1.169 -2.127
C -1.643 3.292 3.254
C 3.610 -0.855 -0.470
C -0.454 -2.615 -0.776
C 4.480 -3.331 -0.296
C 1.409 2.761 1.350
C 2.849 -3.285 -0.461
C -6.745 -4.356 5.141
C 7.887 -2.352 0.054
C 9.047 2.097 1.854
C -1.470 2.309 2.101
C 9.719 2.212 0.489
B 5.928 -1.716 -1.267
H 0.488 3.816 -0.244
H -5.140 0.652 -4.859
H -5.619 -1.542 4.315
H -0.832 4.023 3.311
H 10.509 5.190 -0.696
H -3.663 1.815 -2.415
H -1.733 3.649 -0.990
H -9.930 -5.015 2.260
H 1.292 2.548 2.415
H -6.432 -0.235 3.460
H 0.172 4.515 1.340
H -5.804 4.747 -5.187
H -5.990 -4.584 5.903
H 2.025 -5.481 -3.141
H -2.288 -1.587 -1.805
H -2.405 1.748 1.973
H 10.674 2.734 0.623
H -7.472 -5.170 5.164
H 1.376 -6.670 -0.037
H -7.989 -2.128 3.749
H -5.283 -1.263 2.591
H 9.360 6.219 0.172
H 6.448 -2.689 -3.020
H -3.277 -1.090 0.153
H -2.521 -3.432 -1.340
H 8.320 1.284 1.877
H -0.745 1.546 2.411
H 8.128 4.685 -1.230
H -5.780 2.510 -1.070
H -2.592 3.827 3.187
H 9.636 -3.764 -0.650
H 2.336 3.333 1.234
H -4.251 3.656 -3.550
H -8.972 -5.378 3.687
H -7.466 -5.337 1.772
H -3.517 -2.744 0.510
H 8.326 1.116 -1.516
H -5.028 5.925 -4.132
H 6.820 1.075 0.400
H -1.654 2.745 4.205
H 3.200 -6.037 0.137
H -3.155 5.381 -0.243
H -3.212 4.798 1.413
H -7.243 -3.432 5.446
H -4.616 2.285 -5.318
H -5.873 1.459 -6.236
H 1.530 1.814 0.813
H 8.050 -4.669 -0.102
H -5.118 -3.719 3.911
H -9.525 -3.718 3.380
H 7.105 -2.601 0.895
H 9.802 1.869 2.616
H -2.964 2.864 -0.048
H -8.178 -3.876 1.158
H 7.613 2.578 -2.129
H -7.309 1.416 -4.121
H 10.173 4.911 1.027
H 5.862 1.438 -1.028
H -6.712 5.465 -3.838
H -7.144 2.932 -4.934
H 8.133 -3.815 -1.794
H -4.571 0.349 -2.844
H -0.635 -5.123 -0.804
H 6.267 2.735 0.093
H -7.664 -1.768 2.058
H 10.012 1.208 0.155
H 8.549 3.021 2.158
H -5.780 -5.245 3.442
H 0.325 -0.253 -0.751
H -1.734 5.556 0.783
H -6.625 1.211 -1.855
H -5.110 4.440 -2.229
H 7.803 4.326 0.462
H -4.240 0.722 -1.160
H 8.811 -1.841 0.609